[1]
C42H67CaN2O3PSSi | ωB97M-V/def2-TZVPD

Geometry as ORCA input:
```
! wB97M-V def2-TZVPD RIJCOSX def2/J DEFGRID3
* xyz -2 1
Ca -0.583 -0.706 -0.139
C 4.530 0.497 1.985
C 3.269 -0.216 1.504
C 3.464 -1.733 1.457
P 2.419 0.359 -0.060
C 3.428 -0.330 -1.473
C 2.747 0.156 -2.758
C 4.934 -0.089 -1.568
C 2.615 2.146 -0.101
C 3.845 2.798 -0.199
C 3.982 4.173 -0.257
C 5.334 4.839 -0.317
C 2.798 4.918 -0.215
C 1.561 4.329 -0.113
C 1.387 2.902 -0.038
N 0.190 2.317 0.124
C -0.910 3.182 0.059
C -1.281 3.829 -1.137
C -0.594 3.464 -2.421
C -2.285 4.786 -1.119
C -2.972 5.114 0.047
C -3.971 6.244 0.065
C -2.689 4.374 1.185
C -1.686 3.408 1.203
C -1.400 2.618 2.449
H 4.780 0.151 2.994
H 4.390 1.576 2.023
H 5.389 0.287 1.344
H 2.489 -0.010 2.246
H 4.204 -2.012 0.701
H 2.532 -2.255 1.227
H 3.822 -2.099 2.423
H 3.260 -1.407 -1.392
H 2.734 1.249 -2.792
H 1.713 -0.190 -2.818
H 3.278 -0.209 -3.642
H 5.154 0.950 -1.813
H 5.349 -0.710 -2.369
H 5.457 -0.349 -0.648
H 4.752 2.204 -0.217
H 6.096 4.151 -0.691
H 5.666 5.190 0.667
H 5.318 5.710 -0.977
H 2.859 6.003 -0.265
H 0.679 4.955 -0.081
H -0.659 2.384 -2.574
H 0.467 3.731 -2.408
H -1.071 3.963 -3.267
H -2.536 5.299 -2.045
H -3.548 7.144 -0.390
H -4.262 6.490 1.089
H -4.881 6.002 -0.488
H -3.247 4.566 2.099
H -2.029 2.953 3.277
H -0.351 2.702 2.737
H -1.594 1.554 2.279
C -4.586 0.821 3.413
C -4.860 -0.082 2.216
C -6.234 -0.734 2.364
C -3.777 -1.147 2.108
O -4.859 0.771 1.075
Si -4.697 0.473 -0.541
S -2.817 0.467 -1.349
O -5.566 -0.935 -0.729
C -5.590 -1.903 -1.776
C -4.443 -2.888 -1.577
C -5.502 -1.238 -3.150
C -6.931 -2.618 -1.639
O -5.535 1.692 -1.286
C -6.744 2.364 -0.991
C -6.956 3.338 -2.146
C -6.636 3.137 0.324
C -7.904 1.370 -0.918
H -4.601 0.242 4.339
H -5.344 1.607 3.472
H -3.609 1.296 3.304
H -6.241 -1.413 3.221
H -6.472 -1.296 1.461
H -7.001 0.032 2.514
H -3.706 -1.728 3.029
H -2.808 -0.689 1.916
H -3.983 -1.828 1.282
H -3.491 -2.358 -1.567
H -4.426 -3.630 -2.381
H -4.549 -3.410 -0.623
H -4.506 -0.824 -3.310
H -6.220 -0.416 -3.213
H -5.721 -1.967 -3.935
H -6.996 -3.107 -0.664
H -7.045 -3.374 -2.419
H -7.749 -1.897 -1.721
H -6.084 3.986 -2.233
H -7.850 3.947 -1.987
H -7.058 2.786 -3.083
H -5.746 3.768 0.303
H -6.526 2.448 1.160
H -7.524 3.758 0.474
H -8.047 0.883 -1.885
H -8.830 1.880 -0.638
H -7.685 0.596 -0.179
C -2.328 -4.918 1.587
C -1.278 -5.121 0.532
C -0.995 -6.381 0.053
C -0.032 -6.616 -0.943
C 0.627 -5.505 -1.462
C 0.374 -4.219 -1.014
C 1.084 -3.047 -1.614
C -0.575 -3.932 0.045
N -0.776 -2.720 0.530
H -3.110 -5.682 1.522
H -2.762 -3.925 1.468
H -1.904 -4.950 2.599
H -1.548 -7.228 0.462
H 0.178 -7.616 -1.302
H 1.365 -5.645 -2.252
H 1.882 -3.361 -2.294
H 1.520 -2.418 -0.827
H 0.397 -2.402 -2.192
*
```

The relative energy (zero: lowest compared OMol25 entry of this formula, charge and spin) comes out at 0.660 eV. The calculation puts the HOMO-LUMO gap at 4.27 eV. The calculation puts the LUMO energy at 4.2 eV. Its total energy is -3682.7571 a.u.

[2]
C42H68BN4O25P | ωB97M-V/def2-TZVPD

Geometry as ORCA input:
```
! wB97M-V def2-TZVPD RIJCOSX def2/J DEFGRID3
* xyz 0 1
C 1.985 -1.967 0.993
C 0.561 -1.954 0.513
O -0.338 -1.924 1.314
N 0.249 -2.015 -0.867
C 1.411 -2.137 -1.758
C -0.703 -3.078 -1.069
C -0.455 -4.387 -0.710
C -1.410 -5.386 -0.884
C -1.013 -6.793 -0.481
N -0.345 -6.774 0.838
C -2.670 -5.092 -1.429
P -3.983 -6.349 -1.672
N -3.913 -7.034 -3.087
C -2.918 -3.758 -1.787
C -1.946 -2.773 -1.618
C -2.281 -1.372 -2.044
O -1.513 -0.678 -2.656
C -3.661 -0.959 -1.683
C -3.944 0.319 -1.208
B -2.841 1.446 -1.074
O -1.926 1.387 -0.076
N -2.737 2.591 -2.018
C -2.667 2.140 -3.419
C -3.941 3.434 -1.913
C -5.270 0.579 -0.848
C -6.261 -0.400 -0.964
C -7.661 -0.060 -0.517
C -5.950 -1.657 -1.470
C -4.641 -1.940 -1.827
C -4.229 -3.277 -2.337
O -4.872 -3.902 -3.138
H 2.380 -2.976 0.853
H 2.641 -1.268 0.482
H 1.978 -1.801 2.062
H 2.165 -2.848 -1.421
H 1.883 -1.160 -1.851
H 1.084 -2.403 -2.757
H 0.489 -4.666 -0.261
H -0.342 -7.222 -1.223
H -1.879 -7.444 -0.427
H -1.037 -6.956 1.551
H 0.366 -7.491 0.877
H -5.224 -5.704 -1.531
H -3.804 -7.345 -0.696
H -4.774 -6.902 -3.602
H -1.162 1.914 -0.342
H -2.813 3.017 -4.052
H -3.470 1.441 -3.680
H -1.702 1.719 -3.675
H -4.825 2.894 -2.274
H -3.821 4.299 -2.565
H -4.076 3.819 -0.904
H -5.544 1.544 -0.446
H -7.902 0.970 -0.764
H -7.666 -0.135 0.572
H -8.398 -0.753 -0.910
H -6.729 -2.400 -1.570
C 5.403 1.869 5.987
O 4.524 0.941 5.345
C 3.320 1.437 5.058
O 2.943 2.555 5.290
O 2.608 0.478 4.466
C 1.283 0.871 4.098
H 6.341 1.352 6.165
H 5.593 2.727 5.346
H 4.990 2.193 6.941
H 1.309 1.691 3.382
H 0.704 1.157 4.974
H 0.814 0.010 3.628
C -11.548 5.245 -0.164
O -12.052 4.420 0.891
C -11.542 3.190 0.918
O -10.726 2.746 0.154
O -12.099 2.533 1.935
C -11.645 1.185 2.081
H -12.042 6.207 -0.067
H -10.473 5.381 -0.064
H -11.787 4.815 -1.135
H -10.574 1.160 2.272
H -11.883 0.601 1.194
H -12.172 0.772 2.936
C 10.090 5.155 3.000
O 9.335 4.428 2.025
C 8.705 3.363 2.508
O 8.726 2.986 3.651
O 8.047 2.779 1.502
C 7.319 1.610 1.877
H 10.548 5.989 2.477
H 9.438 5.535 3.784
H 10.869 4.528 3.430
H 6.557 1.848 2.617
H 7.991 0.846 2.265
H 6.838 1.231 0.980
C 11.034 0.894 2.011
O 11.823 0.114 1.110
C 12.755 0.801 0.452
O 12.961 1.984 0.539
O 13.420 -0.050 -0.329
C 14.457 0.554 -1.104
H 10.321 0.216 2.473
H 11.656 1.331 2.790
H 10.494 1.672 1.475
H 15.210 1.001 -0.458
H 14.047 1.304 -1.778
H 14.911 -0.242 -1.687
C 1.658 -6.248 -7.728
O 0.628 -5.468 -7.125
C 0.204 -5.938 -5.946
O 0.624 -6.924 -5.397
O -0.744 -5.130 -5.494
C -1.301 -5.523 -4.227
H 1.907 -5.762 -8.667
H 2.543 -6.277 -7.093
H 1.308 -7.259 -7.929
H -0.527 -5.525 -3.459
H -1.775 -6.495 -4.298
H -2.053 -4.786 -3.982
C -15.569 4.388 -5.679
O -14.974 4.582 -4.394
C -15.352 3.692 -3.477
O -16.121 2.784 -3.649
O -14.729 3.984 -2.335
C -15.042 3.103 -1.254
H -15.179 5.172 -6.322
H -15.294 3.417 -6.087
H -16.652 4.478 -5.618
H -14.745 2.083 -1.491
H -16.104 3.142 -1.018
H -14.475 3.446 -0.392
C 12.991 2.281 8.241
O 14.013 2.138 7.252
C 13.757 2.769 6.107
O 12.773 3.419 5.864
O 14.777 2.557 5.277
C 14.625 3.186 4.003
H 13.323 1.724 9.112
H 12.862 3.328 8.511
H 12.051 1.866 7.885
H 14.558 4.267 4.113
H 13.745 2.804 3.487
H 15.509 2.942 3.421
*
```

The calculation puts the HOMO-LUMO gap at 7.73 eV. The calculation puts the LUMO energy at -0.7 eV. Its SMILES is CC(=O)N(C)c1cc(CN)c([PH2]=N)c2c1C(=O)c1c(B(O)N(C)C)cc(C)cc1C2=O.COC(=O)OC.COC(=O)OC.COC(=O)OC.COC(=O)OC.COC(=O)OC.COC(=O)OC.COC(=O)OC. Its total energy is -4107.5063 a.u.

[3]
C42H70BrGaN2O4S2SbSi | ωB97M-V/def2-TZVPD

Geometry as ORCA input:
```
! wB97M-V def2-TZVPD RIJCOSX def2/J DEFGRID3
* xyz 1 1
Ga 0.012 0.589 -0.376
Br -6.853 0.535 1.640
C -5.034 0.178 1.276
C -4.656 -1.068 0.766
C -3.333 -1.340 0.497
C -2.336 -0.377 0.691
O -1.071 -0.697 0.416
C -2.731 0.872 1.224
C -1.756 1.854 1.624
N -0.548 1.879 1.187
C 0.476 2.560 1.879
C 0.441 3.788 2.465
C 1.528 4.211 3.275
C 2.586 3.384 3.527
C 2.633 2.098 2.928
C 3.608 1.114 3.203
C 3.520 -0.112 2.608
C 2.514 -0.338 1.645
N 1.600 0.555 1.356
C 1.610 1.734 2.045
C -4.083 1.123 1.528
H -5.413 -1.821 0.582
H -3.033 -2.298 0.089
H -2.045 2.552 2.409
H -0.421 4.437 2.327
H 1.492 5.194 3.732
H 3.383 3.689 4.199
H 4.409 1.336 3.900
H 4.230 -0.897 2.832
H 2.469 -1.272 1.095
H -4.364 2.083 1.955
C -1.111 5.096 -0.966
C -2.524 4.973 -1.536
C -3.465 4.342 -0.520
C -3.032 6.334 -1.973
O -2.524 4.145 -2.719
Si -1.635 2.911 -3.278
S -1.574 1.459 -1.706
O -2.395 2.245 -4.545
C -3.746 1.820 -4.852
C -4.607 1.685 -3.598
C -3.604 0.475 -5.544
C -4.327 2.865 -5.785
O -0.143 3.354 -3.767
C 0.225 4.139 -4.942
C -0.855 5.168 -5.282
C 1.514 4.843 -4.571
C 0.444 3.181 -6.105
H -1.103 5.826 -0.147
H -0.416 5.441 -1.743
H -0.759 4.131 -0.587
H -3.451 4.912 0.419
H -3.159 3.309 -0.318
H -4.492 4.334 -0.902
H -3.209 6.973 -1.101
H -3.971 6.220 -2.522
H -2.304 6.829 -2.625
H -4.145 1.003 -2.877
H -5.587 1.282 -3.870
H -4.755 2.659 -3.117
H -3.138 -0.242 -4.857
H -2.972 0.570 -6.432
H -4.583 0.093 -5.847
H -4.364 3.837 -5.282
H -5.342 2.587 -6.085
H -3.710 2.956 -6.685
H -1.067 5.808 -4.417
H -1.789 4.680 -5.589
H -0.512 5.800 -6.104
H 1.365 5.460 -3.678
H 1.837 5.490 -5.391
H 2.310 4.118 -4.367
H -0.470 2.614 -6.304
H 1.250 2.475 -5.873
H 0.722 3.739 -7.006
C 4.740 -1.587 -3.082
C 4.061 -1.443 -1.720
C 5.086 -0.914 -0.722
C 3.504 -2.792 -1.250
Sb 2.340 -0.065 -1.964
C 1.625 -0.602 -3.983
C 1.466 -2.126 -3.977
C 0.264 0.066 -4.143
C 2.552 -0.151 -5.111
C 3.142 1.987 -1.933
C 1.907 2.886 -1.798
C 4.047 2.203 -0.713
C 3.905 2.297 -3.220
H 5.685 -2.126 -2.930
H 4.988 -0.624 -3.535
H 4.147 -2.163 -3.792
H 5.778 -1.735 -0.486
H 4.658 -0.565 0.210
H 5.682 -0.107 -1.149
H 4.323 -3.526 -1.237
H 2.724 -3.181 -1.908
H 3.098 -2.746 -0.236
H 0.894 -2.489 -3.120
H 2.423 -2.649 -4.020
H 0.895 -2.411 -4.871
H -0.465 -0.307 -3.430
H -0.119 -0.160 -5.153
H 0.314 1.153 -4.047
H 3.570 -0.528 -5.020
H 2.593 0.937 -5.201
H 2.142 -0.535 -6.056
H 1.387 2.721 -0.845
H 1.181 2.768 -2.606
H 2.228 3.940 -1.788
H 3.655 1.752 0.201
H 4.117 3.286 -0.532
H 5.059 1.834 -0.869
H 3.275 2.208 -4.106
H 4.775 1.646 -3.351
H 4.272 3.333 -3.179
C -1.680 -4.201 -1.124
S -1.799 -2.796 -2.248
C -2.940 -3.499 -3.455
H -1.223 -5.059 -1.616
H -2.669 -4.479 -0.750
H -1.057 -3.891 -0.283
H -3.875 -3.786 -2.970
H -2.501 -4.362 -3.954
H -3.148 -2.725 -4.196
*
```

The calculation puts the HOMO-LUMO gap at 7.04 eV. The calculation puts the LUMO energy at -3.2 eV. Its total energy is -7877.8143 a.u.